(1)
{
  "formula": "C4H10N3",
  "method": "ωB97M-V with the def2-TZVPD basis set",
  "de_lowest_ev": 3.4347,
  "energy_ev": -8771.164,
  "total_charge": 1,
  "species": ["C", "C", "C", "C", "N", "N", "N", "H", "H", "H", "H", "H", "H", "H", "H", "H", "H"],
  "xyz": [[3.048851, 0.580501, -0.595278], [-1.144556, -0.265196, 0.442491], [-1.339748, -2.050306, -1.007624], [-0.056152, 1.612452, 1.534502], [1.797571, 0.743356, -0.658664], [-1.974652, -1.025615, -0.139945], [-0.622482, 0.415134, 1.219944], [3.713761, 0.444415, 0.284810], [3.751026, 0.602990, -1.477771], [-1.840185, -1.942155, -1.989505], [-0.316167, -1.777990, -1.165644], [-1.488930, -3.080730, -0.663769], [-0.195526, 1.880591, 2.512282], [-0.393393, 2.420849, 0.838087], [1.054711, 1.511880, 1.372047], [-2.923824, -1.085875, -0.096420], [1.518416, 0.812301, -1.594632]],
  "atomic_forces_ev_per_a": [[2.180, 0.136, -1.011], [-1.554, 0.811, 1.752], [-1.375, -0.123, -1.557], [2.847, 2.410, -2.436], [0.835, -0.663, 2.035], [4.192, -1.914, -1.639], [-0.737, -1.633, -0.728], [-1.363, 0.125, 0.210], [-1.058, -0.073, 0.320], [0.341, -0.286, 0.395], [0.619, -0.158, 0.164], [0.199, 0.463, 0.263], [-0.633, 0.478, 2.499], [0.180, -0.665, 0.627], [-1.107, 0.072, 0.107], [-3.098, 0.664, 0.831], [-0.468, 0.356, -1.831]],
  "mulliken_charge": [-0.2309, 0.3714, -0.7537, -0.6244, -0.4069, -0.1051, 0.0869, 0.2331, 0.2178, 0.3281, 0.2994, 0.2887, 0.3099, 0.3134, 0.2534, 0.2102, 0.2086]
}

=====

(2)
{
  "formula": "C4H10N3",
  "method": "ωB97M-V with the def2-TZVPD basis set",
  "de_lowest_ev": 4.8043,
  "energy_ev": -8769.795,
  "total_charge": 1,
  "species": ["C", "C", "C", "C", "N", "N", "N", "H", "H", "H", "H", "H", "H", "H", "H", "H", "H"],
  "xyz": [[-3.947039, 0.083509, -0.039182], [-3.043213, -0.709554, 0.130339], [1.132592, -0.211653, -0.041411], [1.879066, -1.521783, -0.011562], [2.060647, 0.750407, -0.306357], [-0.094412, -0.117967, 0.332376], [-0.918824, 1.075803, 0.133252], [-4.869086, 0.578289, -0.217017], [-1.867924, 0.581681, 0.309689], [-2.259049, -1.372769, 0.369506], [1.238270, -2.475287, -0.343756], [2.279974, -1.770084, 0.969139], [2.721173, -1.578335, -0.604946], [2.914262, 0.565548, -0.744258], [-0.741371, 1.729507, 0.859585], [-0.624505, 1.647293, -0.630659], [2.063148, 1.602189, 0.172011]],
  "atomic_forces_ev_per_a": [[1.062, -1.744, 0.186], [-1.850, 1.145, -0.036], [2.318, -0.008, 0.392], [-3.793, -3.581, 0.447], [-2.137, 0.593, -0.150], [-0.239, -0.924, -0.478], [1.756, -1.500, 1.722], [-0.040, 0.480, -0.039], [0.196, 1.639, -1.317], [0.436, -0.485, -0.017], [1.095, 2.258, 0.858], [-0.407, 0.337, 0.384], [1.639, 0.555, -1.676], [1.144, -0.791, -0.545], [-0.138, 0.569, 1.692], [-0.650, -0.084, -1.938], [-0.392, 1.539, 0.517]],
  "mulliken_charge": [-0.5504, -0.2987, 0.7059, -1.1752, -0.3912, -0.5391, -0.0106, 0.3934, 0.2414, 0.5320, 0.2678, 0.2971, 0.4127, 0.1986, 0.3632, 0.3631, 0.1899]
}

=====

(3)
{
  "formula": "C4H10N3",
  "method": "ωB97M-V with the def2-TZVPD basis set",
  "de_lowest_ev": 6.5221,
  "energy_ev": -8768.077,
  "total_charge": 1,
  "species": ["C", "C", "C", "C", "N", "N", "N", "H", "H", "H", "H", "H", "H", "H", "H", "H", "H"],
  "xyz": [[-1.312411, -0.625365, -0.237995], [2.839942, 0.822454, -0.227486], [1.173171, -1.433943, 0.452963], [-3.435623, 0.380880, 0.011137], [1.390150, 0.850240, -0.330904], [0.691908, -0.172446, -0.183429], [-2.020941, 0.409481, -0.218775], [3.201660, 0.955705, 0.854067], [3.401355, -0.018493, -0.788338], [3.215549, 1.805274, -0.593913], [0.400061, -1.971968, 0.887820], [1.559765, -2.141640, -0.253058], [2.187640, -1.342104, 0.971346], [-3.808160, 0.118514, 0.933473], [-4.029629, -0.293579, -0.643890], [-3.766424, 1.365031, -0.192980], [-1.688012, 1.291957, -0.440042]],
  "atomic_forces_ev_per_a": [[1.375, -0.722, 0.225], [2.139, 0.564, 0.724], [3.618, 0.994, -1.194], [-2.198, -0.458, -2.499], [-1.793, -1.717, -0.649], [0.643, 0.430, 1.240], [0.265, -1.431, 0.333], [-0.792, -0.943, -1.129], [-1.240, 1.120, 1.100], [-0.547, -0.802, -0.357], [-1.385, -0.336, 1.385], [-0.259, -0.291, -1.462], [-1.894, 0.575, 0.301], [0.269, -0.523, 2.632], [0.993, 0.348, -0.147], [-0.501, 0.951, -0.200], [1.307, 2.239, -0.303]],
  "mulliken_charge": [-0.0163, -0.7993, -0.8244, -0.8146, -0.3278, 0.3051, 0.0489, 0.3800, 0.3272, 0.3008, 0.3360, 0.3884, 0.3453, 0.3577, 0.3339, 0.3372, 0.3218]
}

=====

(4)
{
  "formula": "C4H10N3",
  "method": "ωB97M-V with the def2-TZVPD basis set",
  "de_lowest_ev": 1.8344,
  "energy_ev": -8772.765,
  "total_charge": 1,
  "species": ["C", "C", "C", "C", "N", "N", "N", "H", "H", "H", "H", "H", "H", "H", "H", "H", "H"],
  "xyz": [[-3.059615, 1.200097, -0.468786], [2.444132, -0.555870, -0.036550], [1.416726, 0.288100, 0.751495], [0.358940, -0.812364, -1.006536], [-2.384050, 0.636488, 0.414145], [1.666894, -1.035376, -1.159445], [0.128548, -0.249906, 0.147704], [-3.911748, 1.863992, -0.313154], [3.445140, 0.004101, -0.244804], [2.704360, -1.443051, 0.459094], [1.522088, 0.275763, 1.813576], [1.484243, 1.359467, 0.348690], [-0.391370, -1.412240, -1.504493], [-0.792724, 0.071292, 0.560467], [1.984535, -1.473592, -2.041757], [-2.756871, 0.875798, 1.386235], [-2.625178, 1.196265, -1.359340]],
  "atomic_forces_ev_per_a": [[-1.375, 1.395, 2.447], [1.661, 1.480, 0.127], [-0.148, 1.146, -3.414], [1.097, -1.435, 2.356], [-0.505, 0.281, 3.682], [-0.922, 0.326, -3.032], [0.526, 1.189, 1.700], [-0.105, -0.351, 0.148], [-2.061, -0.881, -0.110], [0.606, -1.106, 1.259], [-0.334, -0.317, 0.561], [-0.032, -1.252, 0.953], [-0.137, 0.671, -0.665], [0.139, -0.536, -1.331], [0.141, 0.447, 1.213], [0.289, -0.773, -1.463], [1.159, -0.284, -4.431]],
  "mulliken_charge": [-0.2442, -0.4749, -0.4831, -0.0680, -0.5189, -0.1346, -0.0604, 0.2356, 0.3124, 0.3279, 0.3883, 0.2767, 0.3684, 0.3809, 0.2335, 0.1941, 0.2663]
}

=====

(5)
{
  "formula": "C4H10N3O",
  "method": "ωB97M-V with the def2-TZVPD basis set",
  "de_lowest_ev": 4.3871,
  "energy_ev": -10817.017,
  "smiles": "C=N/C(=[NH+]\\NC)OC",
  "total_charge": 1,
  "species": ["C", "C", "C", "C", "N", "N", "N", "O", "H", "H", "H", "H", "H", "H", "H", "H", "H", "H"],
  "xyz": [[0.560760, -0.093165, 0.405469], [0.915284, -0.679533, -2.059549], [-2.898949, 0.984667, -0.157315], [2.580700, -0.690440, 1.513738], [1.449065, -0.073364, -1.085832], [-0.680809, 0.215439, 0.622683], [-1.562368, 0.469064, -0.392230], [1.241951, -0.316293, 1.482598], [1.510358, -0.675109, -3.030385], [-0.029415, -1.115909, -1.881213], [-3.605867, 0.367721, -0.793936], [-3.138674, 0.944548, 0.954777], [-2.990140, 2.097121, -0.612168], [3.184775, 0.250349, 1.582746], [2.870629, -1.262439, 0.626615], [2.668608, -1.255806, 2.454296], [-0.924017, 0.210191, 1.593833], [-1.151890, 0.622959, -1.224125]],
  "atomic_forces_ev_per_a": [[2.166, -0.185, -2.506], [1.146, 0.631, -0.124], [-0.882, 1.742, -0.924], [2.293, 0.339, 0.414], [-1.452, 0.541, 3.625], [1.417, 0.066, -1.660], [-2.283, -1.117, 2.981], [-1.988, 0.402, -0.445], [-1.030, -0.165, 1.281], [-1.011, -0.942, -0.846], [0.577, 0.617, 1.214], [0.095, 0.131, -1.634], [0.169, -2.331, 1.513], [-0.308, -0.940, -0.097], [-0.062, 0.038, 0.363], [0.270, 0.100, -0.600], [-0.841, 0.183, 0.500], [1.724, 0.892, -3.053]],
  "mulliken_charge": [0.5786, -0.3068, -0.7624, -0.6121, -0.3388, 0.0548, -0.2792, -0.3019, 0.2873, 0.3907, 0.2707, 0.3470, 0.2468, 0.2892, 0.3413, 0.2362, 0.3401, 0.2185]
}

=====

(6)
{
  "formula": "C4H10N3O",
  "method": "ωB97M-V with the def2-TZVPD basis set",
  "de_lowest_ev": 1.9019,
  "energy_ev": -10819.502,
  "total_charge": 1,
  "species": ["C", "C", "C", "C", "N", "N", "N", "O", "H", "H", "H", "H", "H", "H", "H", "H", "H", "H"],
  "xyz": [[2.470180, 1.002001, 0.149056], [-1.802638, -0.379127, 0.970765], [-0.378248, -2.018615, -0.149041], [-0.345131, 0.374189, -0.864269], [1.494286, 0.606666, 0.767697], [-0.791006, -0.603423, -0.056272], [-0.814689, 1.589940, -0.833112], [-2.107929, 0.705623, 1.356233], [3.447898, 1.301466, 0.576131], [2.264139, 1.124190, -0.962728], [-2.435723, -1.120928, 1.271814], [0.620505, -1.847502, -0.654458], [-0.200645, -2.596891, 0.885401], [-1.159719, -2.593633, -0.727931], [0.235314, 0.093866, -1.740118], [1.511317, 0.366276, 1.740599], [-0.452787, 2.149132, -1.522041], [-1.555116, 1.846774, -0.207722]],
  "atomic_forces_ev_per_a": [[2.023, 1.407, -1.973], [1.347, 2.847, -2.138], [1.274, -0.630, 0.041], [-1.356, -1.001, 1.057], [-2.463, -1.403, 0.608], [-2.259, -0.652, 1.638], [-0.147, -2.113, 0.793], [0.428, 1.254, 0.091], [-0.349, -0.342, -0.398], [0.970, 0.210, 1.085], [-0.798, -3.360, 0.608], [-1.060, -1.435, 0.344], [-0.428, 1.870, -2.173], [1.232, 0.522, 0.401], [0.484, -0.064, 0.492], [0.661, 0.392, 0.728], [0.495, 2.098, -1.710], [-0.052, 0.401, 0.508]],
  "mulliken_charge": [-0.2127, -0.0840, -0.9374, -0.0595, -0.2885, 0.0898, -0.1755, -0.4650, 0.2938, 0.1378, 0.5116, 0.3534, 0.3240, 0.3432, 0.5262, 0.1941, 0.2401, 0.2085]
}